Record 1
DFT (ωB97M-V/def2-TZVPD) results for a 2-piece molecular cluster, C3H10NO overall.

**HOMO**: -2.7 eV
**ΔE to the lowest compared entry with this formula, charge and spin**: 0.012 eV
**Net charge**: -1
**Frontier orbital gap**: 7.20 eV
**Energy**: -6810.76328 eV
**F_max**: 0.3 eV Å⁻¹

CARTESIAN COORDINATES (ANGSTROEM)
N  -0.82226  2.58839  -1.67419
H  -0.38482  3.46629  -1.41852
H  -0.65699  2.45606  -2.66649
H  -0.29894  1.81474  -1.16387
C  -0.49438  -0.08191  0.42712
O  0.45678  0.55623  -0.29844
C  0.08219  -1.17852  1.34084
C  0.84899  -2.21520  0.53312
H  -1.26660  -0.59704  -0.20864
H  -1.08497  0.60856  1.07804
H  -0.72750  -1.66664  1.90485
H  0.74735  -0.69960  2.06657
H  1.30240  -2.98788  1.15850
H  1.63241  -1.69962  -0.02377
H  0.18545  -2.69265  -0.19383

Record 2
DFT (ωB97M-V/def2-TZVPD) results for an isolated ion of composition C4H3BF5 and charge -1.

**HOMO**: -4.9 eV
**ΔE to the lowest compared entry with this formula, charge and spin**: 2.041 eV
**Net charge**: -1
**Frontier orbital gap**: 8.82 eV
**Energy**: -18459.01095 eV
**F_max**: 7.6 eV Å⁻¹

CARTESIAN COORDINATES (ANGSTROEM)
C  -2.00293  1.21465  1.57696
C  -1.41835  1.05418  0.39577
B  -0.32701  0.90671  -0.85135
C  0.24591  -0.62881  -0.85811
F  -0.86518  -1.58635  -0.84890
F  0.96465  -0.86954  -2.11533
C  1.22452  -0.98697  0.37966
F  0.68997  -2.17236  1.03007
F  1.42966  0.07159  1.31358
F  2.53657  -1.37736  -0.12765
H  -2.27436  1.50008  2.66462
H  -0.82728  1.25020  -1.86612
H  0.62384  1.62399  -0.69320

Record 3
DFT (ωB97M-V/def2-TZVPD) results for C4H2LaO2 as an isolated structure.

**HOMO (spin up / spin down)**: -20.1 / -20.0 eV
**ΔE to the lowest compared entry with this formula, charge and spin**: 0.000 eV
**Net charge**: +3
**Frontier orbital gap (spin up / spin down)**: 4.87 / 4.84 eV
**Energy**: -9097.32673 eV
**F_max**: 5.7 eV Å⁻¹

CARTESIAN COORDINATES (ANGSTROEM)
H  1.38994  -0.72612  -2.05880
O  2.54927  -2.07045  0.34381
C  1.91258  -1.36539  -0.27071
C  0.88175  -0.82231  -1.04750
C  0.07266  0.00702  -0.40626
C  -0.69465  0.86087  0.27399
O  -1.86201  0.62103  0.75220
La  -4.05626  1.67410  1.92593
H  -0.19328  1.82125  0.48733

Record 4
DFT (ωB97M-V/def2-TZVPD) results for an isolated ion of composition C4H9NO2 and charge +1.

**HOMO (spin up / spin down)**: -15.6 / -15.5 eV
**ΔE to the lowest compared entry with this formula, charge and spin**: 2.512 eV
**Net charge**: +1
**Frontier orbital gap (spin up / spin down)**: 11.67 / 6.25 eV
**Energy**: -9868.69020 eV
**F_max**: 4.6 eV Å⁻¹
**Multiplicity**: 2

CARTESIAN COORDINATES (ANGSTROEM)
O  1.75604  -2.32936  0.10970
C  1.35995  -1.23105  -0.05561
O  2.23250  -0.22955  -0.52127
C  0.13320  -0.50403  0.45493
C  -0.20377  0.67143  -0.56010
C  -1.17578  1.80817  -0.06779
N  -1.09074  -1.41005  0.49847
H  3.15375  -0.38700  -0.39587
H  0.23016  -0.06862  1.50766
H  0.83174  1.02090  -0.82698
H  -0.44428  0.35667  -1.60883
H  -1.95376  2.04486  -0.82738
H  -0.71457  2.70040  0.20996
H  -1.71007  1.37885  0.74769
H  -1.23373  -2.19766  -0.10048
H  -1.17064  -1.62397  1.43590

Record 5
DFT (ωB97M-V/def2-TZVPD) results for a 2-piece molecular cluster, C4H5N2O3 overall.

**HOMO**: -15.0 eV
**ΔE to the lowest compared entry with this formula, charge and spin**: 4.732 eV
**Net charge**: +1
**Frontier orbital gap**: 8.95 eV
**Energy**: -13339.78568 eV
**F_max**: 6.5 eV Å⁻¹

CARTESIAN COORDINATES (ANGSTROEM)
C  -0.52936  -0.76771  -1.34338
C  0.10494  -0.88183  -2.47530
C  0.49711  -0.35957  0.77135
C  -2.23723  1.79700  1.71838
N  -0.52755  -0.97482  -0.04996
N  1.62035  -0.07475  0.38615
O  -2.55565  0.93082  1.00621
O  -1.86773  2.58603  2.42750
O  2.74855  0.28043  1.08431
H  0.72179  -1.60526  -3.09283
H  0.15885  0.10334  -2.92614
H  -0.01979  -0.38909  1.87858
H  -1.53594  -0.80525  0.25399
H  3.42166  0.16066  0.36114

Record 6
DFT (ωB97M-V/def2-TZVPD) results for C36H31CrN3OS3Te as an isolated structure.

**HOMO (spin up / spin down)**: -4.4 / -4.3 eV
**ΔE to the lowest compared entry with this formula, charge and spin**: 0.018 eV
**Net charge**: -1
**Frontier orbital gap (spin up / spin down)**: 6.07 / 6.00 eV
**Energy**: -112577.18574 eV
**F_max**: 1.1 eV Å⁻¹
**Multiplicity**: 2

CARTESIAN COORDINATES (ANGSTROEM)
Cr  0.32488  -0.28662  0.05690
C  0.26640  0.15844  4.39934
C  0.51807  0.33970  3.03490
N  0.02200  -0.46317  2.11038
C  -0.74835  -1.49767  2.51349
C  -1.06008  -1.75379  3.85211
C  -0.52401  -0.88314  4.81369
C  -1.88638  -2.88448  4.16677
C  -2.36564  -3.69105  3.19497
C  -2.05642  -3.44838  1.81466
C  -2.52480  -4.24202  0.75516
C  -2.17739  -3.91575  -0.53067
C  -1.34336  -2.81458  -0.76227
N  -0.86708  -2.07184  0.21839
C  -1.23948  -2.36333  1.48519
H  0.71090  0.84280  5.10830
H  1.14614  1.14141  2.66747
H  -0.73084  -1.04712  5.86450
H  -2.12152  -3.07505  5.20714
H  -2.99385  -4.53894  3.44037
H  -3.16257  -5.09314  0.96299
H  -2.53402  -4.49133  -1.37341
H  -1.06148  -2.50486  -1.76211
S  -2.54192  1.00067  -3.16645
C  -1.43424  0.57201  -2.02709
S  0.11413  -0.16074  -2.30745
S  -1.64810  0.82740  -0.30103
C  4.97067  -7.64575  -0.79316
C  4.48199  -6.23000  -0.63882
C  5.23965  -5.27272  0.01744
C  4.79981  -3.95899  0.17558
C  5.72820  -3.00282  0.88116
C  3.53952  -3.58706  -0.31902
Te  2.82941  -1.51876  -0.05694
N  1.71061  0.81373  0.28957
C  2.64860  1.73497  0.36169
O  3.86040  1.54382  0.61128
C  2.21204  3.16682  0.10729
C  0.87595  3.52985  -0.00990
C  0.52451  4.85657  -0.22206
C  1.50694  5.83097  -0.32536
C  2.84507  5.47175  -0.21579
C  3.19431  4.14800  0.00256
C  2.97536  -1.71775  2.06203
C  3.63142  -0.69691  2.74660
C  3.74700  -0.72827  4.12914
C  3.20537  -1.78756  4.84246
C  2.54257  -2.79572  4.16186
C  2.41222  -2.78461  2.77189
C  1.68399  -3.93126  2.12185
C  2.78874  -4.53523  -1.02591
C  1.44478  -4.21970  -1.63577
C  3.26243  -5.83561  -1.16871
H  5.97157  -7.76282  -0.37741
H  5.00535  -7.93935  -1.84418
H  4.31032  -8.34879  -0.28060
H  6.21435  -5.54714  0.41042
H  6.76156  -3.33496  0.77030
H  5.50435  -2.94969  1.94866
H  5.64885  -1.98963  0.48729
H  0.11167  2.76543  0.03779
H  -0.52103  5.12197  -0.32100
H  1.23324  6.86517  -0.49862
H  3.61766  6.22697  -0.30284
H  4.22755  3.84312  0.10088
H  4.03206  0.13747  2.18058
H  4.26070  0.07649  4.64131
H  3.28828  -1.82629  5.92239
H  2.10186  -3.61892  4.71566
H  0.90496  -4.31200  2.78620
H  2.37117  -4.75110  1.89636
H  1.22961  -3.63252  1.17825
H  1.24972  -3.14998  -1.68553
H  0.64290  -4.67824  -1.05058
H  1.37929  -4.62017  -2.64908
H  2.65956  -6.55602  -1.71563